62
Properties=species:S:1:pos:R:3:forces:R:3 method="wB97M-V/def2-TZVPD" mol_weight_g_mol=544.12 total_charge=0 multiplicity=3 e_above_lowest_kj_mol=0.0 homo_lumo_gap_ev="8.236 / 8.998"
C -1.0960 5.9883 -0.0151 -0.128 0.463 -0.006
O -1.0022 -2.8757 0.5060 0.315 -0.045 -0.101
C -0.9764 -3.2058 -0.7122 -0.047 0.293 0.071
H -5.3908 -0.8166 -2.1757 0.016 -0.002 0.031
N -2.7937 -0.8016 -0.0532 -0.191 -0.034 0.128
C -1.0508 -4.6454 -1.1088 -0.020 -0.131 -0.038
O 1.2011 1.6481 0.6147 -0.022 0.010 0.180
H -7.4477 -0.7598 0.8531 0.008 -0.017 0.007
H 4.4609 -3.1239 -1.4605 -0.035 0.003 -0.004
H 1.7306 -2.8625 3.0212 -0.031 -0.021 0.044
O -0.8424 1.0499 -0.0826 0.193 0.207 0.103
C 3.6360 0.7551 -0.4935 0.023 -0.085 0.059
C 2.4127 -2.2163 2.4729 -0.016 0.204 -0.153
O -0.6141 8.2532 -0.0162 0.062 0.066 0.014
H -1.6107 -5.2131 -0.3689 0.012 0.008 -0.011
O -0.8607 -2.2994 -1.5981 0.110 -0.219 0.072
H 3.5851 -4.6496 -1.2748 -0.011 0.015 -0.012
H 2.3943 -2.0221 -2.2865 -0.018 0.028 0.043
O -2.6726 7.6716 -0.2253 -0.081 0.021 0.001
C -4.8471 -0.6560 1.1614 -0.029 -0.006 0.022
N -1.4933 7.4216 -0.0906 0.089 -0.354 -0.016
H -2.8840 -0.6737 2.0001 0.009 -0.023 -0.008
C 0.2395 5.6831 0.1409 0.163 -0.088 0.015
H 3.0368 -2.8435 1.8386 0.025 0.002 -0.015
H 5.5984 0.0233 -0.9958 -0.001 0.020 -0.012
H 1.6314 4.0589 0.3546 -0.007 -0.002 0.012
H 3.8583 -1.9799 4.0380 -0.021 0.041 -0.015
C 5.1364 0.7819 -0.3626 0.157 0.004 -0.030
O 1.5785 -1.3696 1.6496 0.299 -0.016 0.025
H -1.4939 -4.7493 -2.0968 0.017 -0.006 0.003
C -3.4751 -0.7081 1.0926 0.097 0.017 -0.022
H -0.0319 -5.0399 -1.1398 -0.040 0.003 0.009
O 2.0704 -2.7133 -0.3353 -0.026 -0.029 -0.348
C 0.5981 4.3473 0.2201 0.082 0.109 0.022
C -0.3654 3.3517 0.1337 -0.039 0.022 0.002
C -5.5871 -0.7052 -0.0245 -0.242 -0.001 -0.003
H -2.4387 2.9056 -0.1020 0.011 0.009 0.001
C 2.3347 -2.9622 -1.7304 0.124 0.014 0.127
H -2.9210 -0.9141 -2.0972 -0.012 -0.018 0.000
H -3.1112 5.3242 -0.2224 0.001 -0.008 0.003
C 3.6333 -3.7209 -1.8455 0.096 -0.079 -0.089
H -7.4655 -0.8463 -0.8523 0.009 -0.021 -0.006
P 1.7509 -1.1756 0.0705 -0.682 -0.362 0.402
C -3.4991 -0.8367 -1.1853 0.029 0.051 -0.038
H 1.4944 -3.5192 -2.1411 -0.030 -0.050 0.023
H 3.1525 1.4403 0.1937 0.081 -0.071 -0.025
H 3.8365 -3.9682 -2.8902 -0.003 0.005 0.040
N -6.9548 -0.6437 -0.0129 0.152 0.065 0.008
H 3.8915 -0.6944 2.8175 -0.014 -0.031 0.003
C -1.7026 3.6947 -0.0296 -0.060 0.002 -0.048
Ni -0.7051 -0.9137 -0.0869 -0.203 0.461 -0.335
H 5.4400 0.5991 0.6691 -0.013 -0.005 -0.019
H -5.3399 -0.5816 2.1229 0.017 -0.004 -0.035
C 0.0639 1.9057 0.2379 -0.333 -0.281 -0.130
O 3.2147 -0.6012 -0.2173 0.190 0.143 0.009
H 2.5979 -0.7333 4.0225 0.007 -0.016 -0.023
C -4.8751 -0.7873 -1.2238 0.025 -0.016 -0.035
H 3.3275 1.0124 -1.5075 -0.060 -0.025 -0.047
H 5.5161 1.7602 -0.6642 -0.009 -0.018 0.025
C -2.0805 5.0270 -0.1006 -0.092 -0.196 -0.009
H 0.9688 6.4768 0.2011 0.000 -0.005 0.001
C 3.2383 -1.3520 3.3930 0.095 -0.002 0.127

***

36
Properties=species:S:1:pos:R:3:forces:R:3 method="wB97M-V/def2-TZVPD" mol_weight_g_mol=387.14 total_charge=-1 homo_lumo_gap_ev=8.187
C -2.8529 3.4077 3.0712 0.569 -0.056 -0.094
H -0.1446 -3.2790 0.4261 -0.100 -0.219 0.372
N -3.2155 4.5789 3.6972 -0.094 0.020 0.033
H -2.1697 -1.4648 -2.2785 -0.394 -0.029 -0.003
C 1.6426 -0.0161 -2.6007 0.143 -0.821 -0.856
O -2.3935 -3.3712 -0.8257 0.480 0.160 0.035
F -1.8988 -0.5202 0.5959 -0.744 -0.486 0.755
Br -2.1515 1.8637 -0.8067 -0.658 -0.184 0.283
H -0.8226 3.8808 3.2385 0.020 0.024 -0.016
C 0.9710 -0.2638 -1.2276 -0.301 1.147 0.234
N 2.5024 -2.2118 -0.8835 0.032 -0.104 0.548
H 4.0731 -1.9332 0.4669 0.058 0.232 0.301
N -1.5068 3.2222 2.9225 -0.416 0.018 0.088
C -0.5449 -0.4326 -1.4257 -0.234 -0.103 -0.472
O 2.2748 1.0159 -2.7495 0.453 0.824 0.230
C -1.1901 0.2515 -0.2020 1.744 0.707 -1.020
O 1.4384 -0.9338 -3.4417 -0.220 -0.327 0.531
O 0.9539 1.0572 -0.5195 -0.129 -0.318 0.623
O -0.1869 -3.4549 -0.5142 0.424 0.483 -0.583
H -4.1945 4.7475 3.8210 -0.028 -0.008 -0.012
H 2.3577 -2.2212 -1.8839 -0.172 0.080 -0.127
H 4.4614 -1.4776 -1.2159 0.308 0.180 0.090
H -0.7467 0.2729 -2.2152 0.119 0.121 -0.435
O -3.6702 2.5986 2.6777 -0.264 0.039 0.075
H 4.3316 -3.1775 -0.7025 0.251 -0.161 -0.179
H 1.1401 -1.5330 0.5541 -0.334 0.160 0.084
C -1.1643 -1.7129 -1.9714 0.059 -0.048 0.500
H -0.6363 -1.9854 -2.8770 0.530 -0.073 -0.056
C 3.9264 -2.1787 -0.5750 -0.476 -0.317 -0.453
H -2.5549 5.2555 4.0249 0.032 -0.003 -0.016
C 0.0456 0.9052 0.4424 0.294 -0.056 0.081
H -1.1986 2.3782 2.4662 0.160 -0.033 -0.008
H 2.4650 -0.4540 0.2160 0.111 0.322 0.134
C 1.7559 -1.1250 -0.2525 0.648 -0.959 -0.833
O 0.2090 1.2039 1.5957 -0.409 0.248 0.011
C -1.3054 -2.8929 -1.0479 -1.461 -0.458 0.155

***

23
Properties=species:S:1:pos:R:3:forces:R:3 method="wB97M-V/def2-TZVPD" mol_weight_g_mol=186.18 total_charge=+2 e_above_lowest_kj_mol=376.6 homo_lumo_gap_ev=9.316
H -2.4906 -0.2619 1.9135 2.418 -0.425 0.552
H -1.4836 1.0151 2.1065 1.093 -0.244 -0.006
N -3.3043 -1.4349 0.5083 0.223 -0.421 0.627
N 1.6454 -0.7336 -2.0286 0.496 -1.497 -1.647
N 2.4347 -1.3211 2.4030 -1.269 -0.031 0.020
H 2.4347 -0.5045 -1.5075 1.453 0.314 1.515
C -0.5827 -0.4601 -1.7669 -2.588 -0.868 -0.850
H 3.3354 -0.9527 2.6672 -0.018 -0.285 0.302
H 0.9699 1.9613 -1.5373 0.487 0.870 -0.930
N 0.6585 1.2062 -0.9916 -0.657 0.413 -0.895
H -0.2893 -2.6371 1.5436 0.760 0.574 0.444
C -3.0429 -1.4775 -0.6068 -1.623 0.315 0.511
N -2.8780 -1.2754 -1.8915 4.429 1.048 0.167
H -3.4433 -1.3891 -2.6719 -1.706 -0.479 -1.198
C 1.3200 -1.5662 2.1876 1.990 0.682 -0.822
N -0.4935 -0.6557 1.0512 -0.405 2.918 -1.060
H 1.9191 -0.5853 -3.0011 -0.592 0.130 -0.043
N -1.6487 -0.7362 -2.2414 -0.039 -0.079 0.452
H 0.7892 1.2788 -0.0221 0.157 -0.802 1.297
H -0.9841 -0.4494 2.9869 -1.920 1.570 -1.168
N -1.4202 -0.0115 2.0937 -0.877 -2.405 0.987
N 0.1704 -1.7018 1.6070 -1.605 -2.448 1.033
N 0.5833 0.0012 -1.6283 -0.206 1.148 0.714

***

50
Properties=species:S:1:pos:R:3:forces:R:3 method="wB97M-V/def2-TZVPD" mol_weight_g_mol=805.46 total_charge=0 e_above_lowest_kj_mol=0.0 homo_lumo_gap_ev=8.027
H 2.3533 -1.3286 0.4157 0.015 0.006 0.008
C 1.3018 3.0811 -1.3558 -0.018 0.017 0.013
O -3.3972 1.3073 1.4344 0.007 0.002 0.023
N 0.7686 -4.9700 2.2265 0.008 0.010 0.015
N -0.8694 3.9889 5.0364 0.015 0.014 0.010
C 0.2868 -6.0248 1.5822 -0.010 -0.007 -0.020
N 2.1865 0.9781 -0.6356 -0.010 -0.009 -0.017
C -0.2380 0.4206 2.8556 -0.112 0.067 0.038
C 3.7877 2.5085 -1.2674 -0.002 0.008 -0.015
H 0.3917 -6.9888 2.0660 -0.004 -0.004 -0.007
C 1.1783 4.3031 -1.9014 0.010 -0.009 -0.004
H 4.1049 -1.3862 0.4400 -0.007 -0.004 0.007
C -0.0732 -2.2363 -0.2380 0.008 -0.116 -0.018
C -0.9449 3.2337 -1.2781 -0.009 0.010 -0.010
C 0.6491 -3.7760 1.6480 -0.005 0.005 0.010
O -1.7141 0.4588 0.2755 -0.050 0.008 0.024
C 2.4769 2.2503 -1.1191 0.001 0.010 0.006
H -0.9287 -4.5642 -1.2258 -0.002 0.003 -0.001
O -0.0944 4.2419 5.9350 -0.001 -0.011 0.000
N 1.7729 -0.0548 4.1850 0.056 -0.018 -0.015
H 1.1063 2.2276 5.4146 -0.003 0.000 -0.001
H -0.0659 -0.5036 2.3238 0.054 0.018 -0.019
Pt 0.2482 0.6254 -0.2143 -0.040 -0.101 -0.051
Br -0.9890 -7.4844 -0.4999 0.000 -0.003 0.002
N 0.1003 2.4905 -0.9720 0.057 -0.025 -0.010
C -2.2310 0.9785 1.3593 0.085 0.013 0.034
O -0.6465 -2.0962 -1.2919 -0.070 0.064 -0.160
S 4.7221 1.1323 -0.7884 0.017 0.004 0.011
O -1.8026 4.6872 4.7025 -0.012 -0.007 -0.010
N 3.2573 -0.9633 0.1083 -0.018 0.001 -0.006
C 3.2730 0.2752 -0.3861 -0.014 0.003 -0.013
O 2.0100 -0.9714 3.4213 -0.014 0.012 0.019
C -0.3311 -5.9258 0.3414 0.018 -0.007 0.026
H 1.0412 -2.9305 2.2012 0.004 -0.013 -0.011
C 0.4306 1.9507 4.6208 -0.009 0.003 -0.006
C -0.6533 2.7354 4.2845 0.007 0.007 0.013
C 0.0510 -3.5874 0.4083 0.003 -0.014 0.027
C 0.6054 0.7950 3.8848 -0.050 -0.018 0.002
C -1.5293 2.4075 3.2653 -0.005 -0.023 -0.010
C -0.4551 -4.6932 -0.2624 -0.001 0.015 -0.006
H 4.2612 3.4107 -1.6128 0.002 -0.003 -0.001
H -2.3725 3.0429 3.0371 0.003 0.003 -0.001
H -2.9662 3.4943 -1.2754 -0.002 -0.003 -0.004
H -2.4078 1.9298 -0.7336 0.004 -0.006 0.012
O 0.5136 -1.2784 0.4452 0.090 0.116 0.155
O 2.4382 0.2254 5.1581 -0.011 0.001 0.003
N -2.2088 2.8644 -1.0871 -0.011 0.032 -0.023
S -0.4924 4.7474 -1.9925 -0.009 -0.001 0.019
H 1.9488 4.9594 -2.2664 0.001 -0.006 -0.004
C -1.3068 1.2517 2.5307 0.037 -0.047 -0.037

***

119
Properties=species:S:1:pos:R:3:forces:R:3 method="wB97M-V/def2-TZVPD" mol_weight_g_mol=1081.68 total_charge=+1 e_above_lowest_kj_mol=171.6 homo_lumo_gap_ev=7.129
H 1.3978 3.3567 -4.1156 -0.003 0.006 -0.009
S 2.1473 0.1355 -2.8425 -0.080 -0.222 0.299
N 2.0008 -2.9794 -1.1427 0.010 0.234 0.260
N -2.7520 0.1623 -2.4839 -0.040 0.067 -0.090
H 6.9114 -1.0713 5.4416 0.003 0.003 0.001
C 0.3740 0.6674 5.1226 0.020 0.016 0.000
C 2.1668 -0.5802 6.1441 0.008 -0.004 0.007
C -4.6985 -1.1383 -6.1001 -0.009 -0.010 -0.048
N 1.8967 2.5012 -3.9370 0.032 0.046 0.026
H 1.5732 -6.1664 -6.9884 0.000 -0.002 0.002
C -1.8074 -0.7289 -2.3047 0.020 -0.112 0.014
H 1.5733 -6.4879 -4.5432 0.004 0.001 0.003
C 5.5182 1.9020 -1.2832 -0.048 0.027 -0.003
C -2.8570 1.1596 2.5986 0.000 -0.028 -0.015
H -3.7342 -1.4789 -4.2386 -0.003 0.004 -0.024
H 0.4029 -2.5798 -2.5263 0.011 0.011 -0.003
H -0.1290 -4.7234 -8.0613 -0.005 0.005 0.001
N 1.7077 -5.2041 -1.1753 -0.020 0.042 -0.022
N 0.2234 1.6448 -0.9764 0.299 0.153 -0.395
C 6.2858 0.8757 -1.8121 0.024 -0.013 -0.040
C -0.1147 -4.8542 -6.9876 -0.036 0.016 -0.039
C 0.4415 -0.1440 4.0007 0.055 0.057 -0.001
C -0.1120 -5.1967 -4.2170 -0.044 0.141 0.000
C 4.7491 1.6798 -0.1525 -0.052 -0.060 -0.110
C -1.0534 -4.3780 -4.8221 0.016 -0.033 -0.040
H -0.4240 -6.6098 2.7444 0.001 -0.003 -0.003
C -6.5672 0.3508 -6.0537 0.014 -0.009 -0.002
H -5.2456 1.0458 -2.2082 0.039 -0.001 0.002
H 6.4615 0.9762 6.7491 0.002 0.001 0.000
O 2.5268 1.1042 1.7920 0.168 -0.553 -0.049
C 4.5813 0.3584 3.4482 0.146 0.076 -0.145
C 4.3321 1.5166 4.1774 -0.105 -0.021 0.045
H 5.5446 -1.5964 0.3701 0.023 -0.005 -0.007
C 1.4879 1.7479 -2.8793 0.096 0.015 0.020
N 0.6770 2.3624 -2.0601 -0.011 0.057 0.180
H 5.7307 -1.4671 3.3253 0.022 0.016 -0.015
C -1.3946 1.4142 0.7196 -0.006 0.067 -0.014
H -0.2122 0.0299 3.1571 -0.059 -0.007 -0.021
C -2.0989 -3.3621 -6.8002 0.008 -0.025 0.013
C 2.7787 -5.8846 3.5739 -0.001 -0.017 -0.001
C -1.0658 -4.2102 -6.2067 -0.010 -0.023 0.101
H -2.1949 3.5314 -1.0843 0.008 -0.006 -0.008
H -2.1408 -1.7355 1.0212 0.004 0.037 0.015
N -3.4668 -2.2256 -8.0039 -0.002 -0.060 -0.010
P 1.4678 -2.1622 2.4712 1.223 -0.182 -0.094
H -5.9213 -0.5671 -1.9585 -0.016 0.028 -0.002
H 1.6386 -7.6990 3.5578 -0.001 0.000 0.004
C 0.8346 -5.6617 -6.3802 0.037 -0.030 -0.021
C -4.5456 -0.9671 -4.7310 -0.007 -0.021 0.016
C 0.4698 -6.0238 2.9104 0.001 -0.013 -0.001
H 6.8978 -1.1747 -1.6437 -0.002 -0.003 0.001
C -5.3878 -0.1423 -4.0110 -0.024 0.008 -0.006
H 3.3332 -1.9947 0.6956 0.001 -0.337 0.593
C 1.2360 0.4512 6.1882 -0.017 0.003 -0.003
H -0.4343 -4.1823 2.2718 0.003 -0.002 -0.002
C 1.6099 -3.9055 2.8619 0.003 0.008 -0.088
C -3.5483 -1.7618 -1.7853 0.026 -0.006 -0.085
H 5.4991 2.8704 -1.7637 0.002 -0.002 0.000
H 3.5920 2.2228 3.8226 0.020 0.009 -0.012
H 0.0520 -6.4137 -2.4445 -0.033 -0.006 -0.022
H 4.8177 2.6323 5.9390 0.000 -0.001 0.004
N 0.8087 -4.5926 -1.9784 0.162 -0.102 -0.073
C 0.9957 -3.2761 -1.9549 -0.034 0.029 -0.053
C 5.9330 0.8036 5.8209 -0.007 -0.007 -0.007
C -3.7288 -2.0096 -6.7635 0.004 0.036 0.047
N -3.8719 -0.5079 -2.1363 0.017 0.003 0.210
C 6.3007 -0.3798 -1.2181 -0.033 -0.019 0.013
C -2.1571 -0.6784 1.2620 -0.026 -0.033 0.055
C 2.3967 -4.2003 -0.6923 -0.033 -0.005 -0.022
C 1.6281 -6.6343 3.3669 0.003 0.006 0.003
C 2.2357 -1.3972 5.0294 -0.051 -0.075 0.054
H 3.2137 -4.3527 -0.0046 -0.012 -0.012 0.011
C -5.7192 -0.4798 -6.7735 0.014 0.030 0.003
H 3.9387 -2.2949 2.3141 0.065 0.102 0.074
H 2.3544 2.0342 -4.6978 -0.020 -0.008 -0.016
C -2.0866 1.9797 1.7925 -0.063 -0.053 -0.065
H -0.5456 4.1471 -1.2394 0.018 0.002 -0.012
N -1.4087 0.0987 0.4861 0.131 -0.091 0.198
C 5.5161 -0.5715 3.8976 0.024 -0.020 -0.017
C -5.1757 0.0033 -2.5154 -0.004 -0.017 -0.070
C 6.1869 -0.3504 5.0873 -0.004 0.005 0.026
H -5.8359 -0.6111 -7.8406 -0.006 0.002 0.000
H 6.8697 1.0495 -2.7061 0.005 0.005 0.005
C 1.3713 -1.1773 3.9580 -0.046 -0.044 -0.005
C 0.8370 -5.8403 -5.0046 0.011 0.017 0.040
P 3.7184 0.1900 1.8952 0.080 -0.985 0.516
H 4.1162 2.4616 0.2479 0.014 0.008 0.013
H -0.3496 1.4711 5.1575 0.003 0.004 0.014
H -7.3625 0.8748 -6.5664 0.000 0.000 -0.001
H -1.3712 4.1730 0.3323 0.002 0.006 0.021
O -2.9039 -2.7022 -5.9392 0.027 0.008 -0.029
H -4.2871 -2.4937 -1.4972 0.012 0.000 0.013
C 4.7564 0.4166 0.4394 -0.027 -0.187 0.415
H -1.1639 -5.1335 -2.3544 0.021 0.036 0.020
H -1.7944 -3.8765 -4.2118 0.003 0.001 0.005
N -2.2458 -1.9477 -1.8748 -0.020 0.035 -0.004
H -3.5237 -0.8718 2.9070 -0.013 0.007 -0.007
C -1.2236 3.6093 -0.5879 0.008 -0.026 -0.002
H -2.0424 3.0420 1.9788 0.017 0.022 -0.001
C 2.7725 -4.5232 3.3203 -0.011 0.016 0.067
H -7.0704 1.1891 -4.1451 -0.002 0.001 -0.004
H 3.6810 -3.9580 3.4901 -0.001 -0.001 0.002
C -0.1691 -5.3853 -2.7223 -0.067 -0.139 0.034
Sr 1.6952 -0.4410 -0.0228 -2.286 0.972 -2.341
C 0.4578 -4.6620 2.6537 -0.002 -0.005 -0.018
C -6.4037 0.5261 -4.6843 -0.010 -0.019 0.007
H -3.4164 1.5783 3.4256 0.006 -0.008 0.009
H 3.6821 -6.3625 3.9282 0.000 0.000 -0.002
H 2.8338 -0.7472 6.9795 0.003 -0.004 -0.004
C 5.5343 -0.6156 -0.0897 0.067 0.118 -0.062
O 0.3566 -1.9008 1.4956 0.783 0.094 0.320
N -2.3970 -3.1211 -8.0283 0.015 0.040 -0.028
H -0.7674 -0.4998 -2.4835 0.019 0.081 -0.012
C 5.0110 1.7348 5.3670 -0.001 -0.009 0.016
C -2.9169 -0.1982 2.3177 0.020 0.028 0.002
C -0.6970 2.2363 -0.3034 0.005 -0.114 0.031
C 3.2205 -1.6988 1.7563 -0.487 0.920 0.446
H 2.9504 -2.2120 5.0052 -0.001 0.011 0.010
H 1.1822 1.0862 7.0630 -0.005 0.003 -0.001